# 1
{"formula": "C42H87B3O5", "method": "ωB97M-V/def2-TZVPD", "e_tot_ev": -57239.517, "fmax_ha_per_bohr": 0.01830, "species": ["C", "C", "C", "C", "C", "C", "C", "C", "C", "C", "C", "C", "O", "C", "C", "O", "C", "C", "B", "O", "B", "O", "B", "O", "C", "C", "H", "H", "H", "H", "H", "H", "H", "H", "H", "H", "H", "H", "H", "H", "H", "H", "H", "H", "H", "H", "H", "H", "H", "H", "H", "H", "H", "H", "H", "H", "H", "C", "C", "C", "C", "C", "C", "H", "H", "H", "H", "H", "H", "H", "H", "H", "H", "H", "H", "H", "H", "C", "C", "C", "C", "C", "C", "H", "H", "H", "H", "H", "H", "H", "H", "H", "H", "H", "H", "H", "H", "C", "C", "C", "C", "C", "C", "H", "H", "H", "H", "H", "H", "H", "H", "H", "H", "H", "H", "H", "H", "C", "C", "C", "C", "C", "C", "H", "H", "H", "H", "H", "H", "H", "H", "H", "H", "H", "H", "H", "H"], "xyz": [[6.092, 2.077, -1.537], [4.599, 1.973, -1.192], [3.835, 2.581, -2.398], [4.276, 2.831, 0.022], [4.193, 0.467, -1.122], [4.042, -0.261, 0.228], [5.131, 0.063, 1.263], [4.194, -1.766, -0.126], [2.645, -0.130, 0.834], [1.650, 0.698, 0.313], [0.365, 0.763, 0.851], [0.042, -0.032, 1.948], [-1.238, 0.015, 2.466], [-2.056, -1.068, 2.049], [-2.260, -1.078, 0.551], [-3.142, -2.117, 0.193], [-3.306, -2.153, -1.210], [-2.240, -3.040, -1.888], [-1.780, -2.485, -3.278], [-2.615, -2.575, -4.380], [-2.011, -2.395, -5.600], [-0.654, -2.657, -5.704], [0.038, -2.023, -4.687], [-0.525, -1.905, -3.442], [1.018, -0.844, 2.503], [2.301, -0.899, 1.960], [6.332, 3.109, -1.785], [6.736, 1.703, -0.748], [6.261, 1.508, -2.449], [3.660, 1.834, -3.167], [4.379, 3.412, -2.839], [2.873, 2.953, -2.049], [4.433, 3.873, -0.262], [4.963, 2.656, 0.843], [3.250, 2.751, 0.356], [4.934, -0.083, -1.696], [3.262, 0.333, -1.667], [4.857, 0.906, 1.885], [6.083, 0.232, 0.771], [5.235, -0.778, 1.942], [3.325, -2.136, -0.664], [4.273, -2.359, 0.780], [5.112, -1.932, -0.686], [1.867, 1.311, -0.546], [-0.387, 1.414, 0.436], [-3.020, -0.943, 2.528], [-1.623, -2.018, 2.367], [-1.304, -1.217, 0.038], [-2.621, -0.093, 0.234], [-4.292, -2.558, -1.415], [-3.277, -1.149, -1.635], [-1.362, -3.095, -1.249], [-2.631, -4.042, -2.054], [-2.600, -1.965, -6.536], [1.101, -1.552, -4.933], [0.788, -1.468, 3.355], [3.033, -1.558, 2.397], [-2.132, 6.184, 4.718], [-1.841, 6.019, 3.229], [-1.703, 4.561, 2.795], [-0.552, 3.795, 3.447], [0.833, 4.407, 3.236], [1.243, 4.472, 1.768], [-1.324, 5.788, 5.334], [-2.253, 7.237, 4.975], [-3.053, 5.665, 4.993], [-0.938, 6.578, 2.969], [-2.655, 6.475, 2.659], [-1.592, 4.527, 1.707], [-2.637, 4.035, 3.018], [-0.552, 2.774, 3.050], [-0.736, 3.697, 4.520], [1.561, 3.800, 3.780], [0.882, 5.408, 3.674], [1.235, 3.472, 1.328], [2.250, 4.878, 1.663], [0.571, 5.106, 1.186], [-4.603, -4.282, 3.228], [-3.932, -5.565, 2.744], [-3.778, -5.627, 1.226], [-5.090, -5.609, 0.442], [-6.067, -6.732, 0.790], [-5.519, -8.126, 0.500], [-5.619, -4.188, 2.843], [-4.663, -4.265, 4.318], [-4.038, -3.405, 2.907], [-4.492, -6.432, 3.106], [-2.939, -5.635, 3.195], [-3.207, -6.523, 0.964], [-3.171, -4.777, 0.898], [-4.855, -5.664, -0.627], [-5.589, -4.647, 0.589], [-6.982, -6.586, 0.210], [-6.359, -6.665, 1.841], [-5.258, -8.229, -0.556], [-6.260, -8.890, 0.737], [-4.627, -8.340, 1.091], [8.857, -4.853, -1.530], [7.927, -5.098, -2.715], [8.413, -4.456, -4.013], [8.522, -2.931, -3.974], [7.227, -2.205, -3.616], [6.099, -2.437, -4.617], [8.943, -3.791, -1.297], [8.485, -5.356, -0.636], [9.858, -5.237, -1.737], [6.922, -4.742, -2.471], [7.836, -6.175, -2.876], [7.745, -4.754, -4.827], [9.395, -4.867, -4.267], [8.866, -2.582, -4.953], [9.300, -2.637, -3.263], [7.434, -1.132, -3.565], [6.893, -2.499, -2.617], [6.393, -2.110, -5.617], [5.207, -1.877, -4.331], [5.819, -3.490, -4.674], [-8.745, 6.721, 0.494], [-8.153, 5.374, 0.902], [-6.910, 5.498, 1.782], [-5.724, 6.206, 1.125], [-5.237, 5.574, -0.178], [-4.729, 4.146, -0.003], [-8.043, 7.307, -0.101], [-9.645, 6.581, -0.105], [-9.016, 7.308, 1.373], [-7.925, 4.788, 0.008], [-8.910, 4.809, 1.452], [-6.605, 4.499, 2.106], [-7.174, 6.041, 2.695], [-4.895, 6.226, 1.840], [-5.981, 7.253, 0.937], [-4.427, 6.190, -0.578], [-6.032, 5.592, -0.928], [-3.905, 4.112, 0.713], [-4.365, 3.747, -0.952], [-5.514, 3.477, 0.353]], "mulliken_charge": [-1.844, 3.103, -1.818, -1.926, -2.367, 3.038, -2.076, -2.007, -0.073, 0.152, -0.428, -0.481, -0.457, -0.859, -0.146, -0.268, -0.527, -0.439, 0.732, -0.581, 0.526, -0.463, 0.581, -0.489, -1.096, -0.786, 0.506, 0.286, 0.482, 0.372, 0.459, 0.349, 0.617, 0.216, 0.132, 0.133, 0.632, 0.350, 0.295, 0.580, 0.389, 0.434, 0.531, 0.713, 0.725, 0.229, 0.246, 0.294, 0.249, 0.352, 0.361, 0.258, 0.213, -0.109, -0.170, 0.539, 0.353, -1.340, -0.585, -0.424, -0.247, -0.628, -0.746, 0.323, 0.403, 0.298, 0.341, 0.226, 0.284, 0.528, -0.312, 0.460, 0.436, 0.319, -0.145, 0.432, 0.286, -0.898, -0.585, -0.247, -0.414, -0.589, -1.207, 0.291, 0.409, 0.021, 0.298, 0.385, 0.376, -0.054, 0.392, 0.240, 0.384, 0.263, 0.289, 0.382, 0.286, -1.218, -0.269, -0.792, -0.932, 0.555, -1.208, 0.283, 0.373, 0.308, 0.204, 0.368, 0.312, 0.398, 0.415, 0.321, 0.256, -0.314, 0.318, 0.339, 0.302, -1.200, -0.429, -0.775, -0.067, -0.463, -0.913, 0.286, 0.382, 0.293, 0.238, 0.370, 0.309, 0.413, -0.192, 0.372, 0.373, 0.303, 0.041, 0.399, 0.296]}



# 2
{"formula": "C42H90O25S8", "method": "ωB97M-V/def2-TZVPD", "e_tot_ev": -182875.334, "fmax_ha_per_bohr": 0.09390, "species": ["C", "C", "C", "S", "O", "O", "C", "H", "H", "H", "H", "H", "H", "H", "H", "C", "C", "C", "S", "O", "O", "C", "H", "H", "H", "H", "H", "H", "H", "H", "C", "C", "C", "S", "O", "O", "C", "H", "H", "H", "H", "H", "H", "H", "H", "C", "C", "C", "S", "O", "O", "C", "H", "H", "H", "H", "H", "H", "H", "H", "C", "C", "C", "S", "O", "O", "C", "H", "H", "H", "H", "H", "H", "H", "H", "C", "C", "O", "C", "O", "O", "C", "H", "H", "H", "H", "H", "H", "H", "H", "C", "C", "O", "C", "O", "O", "C", "H", "H", "H", "H", "H", "H", "H", "H", "C", "C", "O", "C", "O", "O", "C", "H", "H", "H", "H", "H", "H", "H", "H", "C", "C", "O", "C", "O", "O", "C", "H", "H", "H", "H", "H", "H", "H", "H", "C", "S", "O", "C", "H", "H", "H", "H", "H", "H", "C", "S", "O", "C", "H", "H", "H", "H", "H", "H", "C", "S", "O", "C", "H", "H", "H", "H", "H", "H"], "xyz": [[5.764, -5.192, 2.035], [4.515, -5.537, 1.136], [3.333, -4.805, 1.749], [3.932, -3.184, 2.302], [3.552, -2.996, 3.714], [3.660, -2.124, 1.317], [5.751, -3.622, 2.227], [6.613, -5.542, 1.449], [5.738, -5.698, 3.001], [4.256, -6.596, 1.137], [4.635, -5.176, 0.115], [3.033, -5.338, 2.651], [2.415, -4.639, 1.184], [6.172, -3.220, 3.148], [6.281, -3.173, 1.386], [3.156, 1.509, -1.350], [3.562, 2.825, -2.032], [3.519, 3.832, -0.938], [1.943, 3.498, 0.076], [0.865, 4.321, -0.508], [2.215, 3.542, 1.502], [1.829, 1.777, -0.546], [3.946, 1.150, -0.690], [3.026, 0.734, -2.105], [2.971, 3.080, -2.912], [4.590, 2.747, -2.385], [3.612, 4.889, -1.185], [4.356, 3.680, -0.257], [0.984, 1.770, -1.234], [1.734, 1.056, 0.266], [-2.964, 1.298, -5.989], [-3.942, 2.449, -5.586], [-5.302, 1.954, -5.083], [-4.929, 0.370, -4.279], [-6.069, -0.572, -4.403], [-4.317, 0.647, -2.958], [-3.537, -0.023, -5.467], [-1.949, 1.527, -5.663], [-2.845, 1.324, -7.072], [-4.075, 3.296, -6.259], [-3.400, 2.951, -4.785], [-5.932, 1.830, -5.964], [-5.827, 2.534, -4.325], [-4.082, -0.556, -6.247], [-2.977, -0.780, -4.918], [-3.955, 6.279, -1.485], [-4.767, 5.142, -0.846], [-4.373, 3.739, -1.393], [-2.558, 3.877, -1.540], [-2.019, 3.314, -2.791], [-2.072, 3.430, -0.253], [-2.533, 5.712, -1.588], [-4.027, 7.222, -0.942], [-4.351, 6.393, -2.494], [-5.833, 5.334, -0.974], [-4.488, 5.139, 0.208], [-4.786, 3.616, -2.395], [-4.541, 2.962, -0.647], [-2.066, 5.895, -2.556], [-1.750, 6.051, -0.908], [-1.479, -4.059, 5.018], [0.038, -4.327, 4.907], [0.143, -5.817, 4.628], [-0.926, -6.059, 3.219], [-1.764, -7.268, 3.347], [-0.422, -5.634, 1.923], [-2.030, -4.652, 3.723], [-1.683, -2.993, 4.914], [-2.021, -4.396, 5.901], [0.417, -4.182, 5.919], [0.757, -3.790, 4.288], [-0.339, -6.403, 5.411], [1.115, -6.297, 4.518], [-3.019, -5.098, 3.829], [-2.152, -4.017, 2.846], [7.643, -3.012, -1.749], [6.833, -4.038, -2.520], [5.472, -4.007, -2.111], [4.588, -3.173, -2.661], [4.789, -2.340, -3.600], [3.399, -3.281, -1.959], [2.435, -2.272, -2.151], [8.692, -3.211, -1.969], [7.383, -3.046, -0.691], [7.507, -2.029, -2.199], [7.243, -5.020, -2.284], [6.950, -3.914, -3.597], [2.711, -1.419, -2.771], [2.205, -1.870, -1.164], [1.568, -2.674, -2.674], [1.122, 5.337, -9.946], [2.158, 4.437, -9.247], [1.636, 3.516, -8.397], [1.340, 3.879, -7.068], [1.697, 4.941, -6.539], [0.751, 2.820, -6.497], [0.369, 2.937, -5.104], [0.554, 4.637, -10.560], [1.611, 6.033, -10.627], [0.447, 5.796, -9.224], [2.978, 5.035, -8.850], [2.634, 3.808, -9.999], [0.687, 3.815, -4.542], [0.489, 2.016, -4.534], [-0.681, 3.229, -5.129], [-0.185, 2.763, 3.684], [0.481, 3.851, 4.572], [1.336, 3.422, 5.665], [0.761, 3.258, 6.860], [-0.442, 3.256, 7.061], [1.769, 2.984, 7.659], [1.694, 2.778, 9.064], [-0.823, 3.254, 2.948], [-0.853, 2.269, 4.390], [0.508, 2.086, 3.185], [-0.281, 4.564, 4.886], [1.164, 4.464, 3.983], [0.970, 1.996, 9.292], [1.427, 3.683, 9.610], [2.588, 2.313, 9.479], [-0.512, -1.112, 2.672], [0.191, -1.875, 1.520], [0.326, -1.227, 0.298], [-0.699, -1.168, -0.566], [-1.735, -1.846, -0.551], [-0.329, -0.299, -1.532], [-1.404, 0.168, -2.329], [-1.458, -0.719, 2.300], [0.131, -0.266, 2.915], [-0.628, -1.723, 3.566], [-0.441, -2.759, 1.427], [1.133, -2.301, 1.865], [-0.970, 0.870, -3.041], [-2.223, 0.680, -1.823], [-1.919, -0.607, -2.897], [-5.882, 0.300, 2.781], [-4.962, -0.873, 1.655], [-6.032, -1.403, 0.672], [-3.980, 0.418, 0.713], [-5.383, 0.672, 3.676], [-6.829, -0.182, 3.024], [-6.023, 1.104, 2.059], [-3.469, 0.135, -0.208], [-3.169, 0.951, 1.210], [-4.784, 1.050, 0.337], [-3.999, -4.392, 0.420], [-4.103, -4.412, -1.412], [-5.269, -5.268, -1.833], [-4.844, -2.727, -1.679], [-4.861, -3.922, 0.893], [-3.149, -3.779, 0.719], [-4.000, -5.400, 0.834], [-4.941, -2.595, -2.757], [-4.240, -1.871, -1.379], [-5.832, -2.766, -1.220], [2.271, -0.627, 5.456], [0.716, -0.056, 6.218], [-0.245, -1.284, 6.150], [1.449, -0.328, 7.912], [3.101, -0.029, 5.832], [2.164, -0.530, 4.375], [2.473, -1.614, 5.873], [1.788, -1.360, 7.997], [0.651, -0.155, 8.633], [2.267, 0.327, 8.212]], "mulliken_charge": [-0.704, -0.268, -0.677, 0.937, -0.688, -0.500, -0.550, 0.425, 0.334, 0.421, -0.007, 0.157, 0.617, 0.471, -0.052, -0.272, -0.525, -0.920, 1.023, -0.530, -0.643, 0.702, 0.282, -0.065, 0.081, 0.401, 0.492, 0.355, -0.390, -0.121, -0.305, 0.137, -0.926, 0.990, -0.729, -0.238, -0.916, -0.165, 0.409, 0.606, -0.515, 0.344, 0.466, 0.416, 0.634, -0.500, -0.802, 0.388, 1.182, -0.570, -0.558, -1.024, 0.332, 0.280, 0.448, 0.281, -0.041, -0.247, 0.393, 0.430, -0.720, 0.001, -0.888, 1.125, -0.764, -0.499, -0.016, 0.382, 0.390, 0.372, -0.182, 0.348, 0.485, 0.491, -0.414, -0.861, -0.316, -0.293, 0.688, -0.647, -0.223, -0.557, 0.418, 0.014, 0.318, 0.331, 0.347, 0.316, 0.026, 0.369, -1.014, -0.243, -0.355, 0.613, -0.578, -0.266, -0.800, 0.272, 0.343, 0.297, 0.345, 0.291, 0.514, 0.256, 0.304, -0.566, -0.612, -0.322, 0.800, -0.635, -0.303, -0.811, 0.280, 0.491, -0.014, 0.413, 0.307, 0.356, 0.332, 0.308, 0.723, 1.217, 0.291, -0.078, -0.445, 0.075, 0.355, -0.459, -0.338, -0.145, 0.298, -1.036, -0.462, -0.297, 0.563, -1.044, 0.719, -0.652, -0.433, 0.333, 0.371, 0.278, -0.747, 0.547, 0.406, -0.410, 0.436, -0.687, -0.364, 0.328, -0.264, 0.459, 0.263, -0.197, 0.373, -0.945, 0.727, -0.661, -1.289, 0.596, 0.080, 0.367, 0.397, 0.355, 0.359]}